99
Properties=species:S:1:pos:R:3:forces:R:3:mulliken_spin:R:1 method="wB97M-V/def2-TZVPD" charge=0 homo_lumo_gap_ev="6.06 / 7.20" largest_force_ev_per_a=1.76 multiplicity=5 molar_mass_g_mol=668.8 s2=6.03
Fe -0.00760 -0.44008 -0.07147 0.8 0.2 -0.5 3.957
P 0.46025 -0.32307 2.29014 0.1 -0.1 0.3 -0.081
Si 3.27414 0.11629 -1.11998 -0.8 -0.2 0.0 -0.008
Si -3.43840 0.09370 -0.66666 0.8 0.0 0.3 0.001
O 1.01445 1.63338 -6.13288 0.1 0.4 -0.2 0.000
O -0.19950 2.24301 -0.97678 0.3 0.5 0.5 0.025
O -0.56231 -1.86231 -2.97015 1.2 -0.6 -0.7 0.004
C -1.74262 -1.85274 2.99769 -0.3 0.3 0.1 0.005
C 3.14580 1.97599 -1.37932 0.1 0.1 -0.2 0.011
C 2.23520 -2.75340 5.09804 0.1 0.0 0.2 0.002
C -0.56924 -4.34731 -3.19284 -0.3 0.0 0.0 0.000
C 1.37075 -0.80591 6.25650 0.1 -0.1 -0.5 0.000
C 1.01081 -0.25379 5.02535 0.1 -0.4 0.3 0.002
C -1.25613 -0.86532 -3.88569 -0.1 0.0 0.4 0.004
C 4.56940 -0.67606 -2.25251 0.2 0.0 -0.1 0.004
C 2.12926 1.84564 3.13912 -0.2 0.4 0.3 0.000
C 0.07627 1.60423 0.03909 -0.8 -0.8 -0.4 -0.047
C 0.66386 2.23619 1.24069 0.7 1.1 1.1 -0.017
C 0.66180 2.66117 -5.20801 0.0 0.1 0.2 0.001
C 2.07841 4.02048 2.07766 -0.3 0.0 0.0 0.004
C -0.78381 3.06766 -5.42895 0.1 -0.2 -0.1 0.000
C -3.65826 -1.15162 4.29799 0.2 0.3 -0.1 0.003
C -2.96077 -2.15362 3.61434 0.3 0.3 0.0 0.002
C 1.24695 -0.94794 3.82360 0.3 -0.5 0.5 0.044
C -1.90077 -0.97328 -0.36302 -1.3 -1.2 0.2 0.053
C -4.09321 0.76118 0.97734 0.0 0.0 0.2 0.003
C -1.94417 0.46682 3.67988 -0.3 -0.3 0.1 0.015
C 1.07397 1.41046 2.32458 0.1 0.3 -0.9 0.042
C 2.40956 1.37117 -6.16809 0.2 -0.2 0.4 -0.001
C 1.09183 3.57146 1.20328 0.2 -0.1 0.3 0.013
C 0.23687 -3.10891 -3.48110 -0.6 1.1 0.2 0.004
C -3.14661 0.15370 4.33384 0.1 -0.1 -0.1 0.000
C 1.59113 -0.68099 -1.50412 0.3 -0.2 0.0 0.059
C 1.88525 -2.19856 3.86182 -0.4 0.6 0.4 0.000
C -1.00483 -1.06601 -5.35536 0.1 0.0 -0.2 0.001
C -3.17752 1.60401 -1.75426 0.2 0.2 -0.2 0.010
C -1.23993 -0.53740 3.01186 0.0 0.2 0.2 0.010
C 2.81419 0.71330 -7.48146 -0.1 0.3 0.2 0.000
C 1.97942 -2.06864 6.29127 0.0 0.1 -0.2 0.000
C -4.76409 -0.91912 -1.52852 -0.3 -0.1 0.1 0.009
C 3.87249 -0.15611 0.63444 0.3 -0.1 0.2 0.015
C 2.62582 3.14425 3.01708 -0.1 0.0 -0.2 0.001
H 1.29618 3.55322 -5.34386 0.1 -0.3 -0.1 0.000
H 3.38510 -1.01308 1.12036 0.1 0.2 -0.1 -0.007
H -3.85285 2.40411 -1.41563 0.1 -0.1 -0.2 0.002
H 1.17132 -3.07400 -2.90052 -0.5 0.1 -0.4 -0.003
H 2.06214 -2.73423 2.92964 0.0 0.1 0.2 0.003
H -4.62769 -1.98715 -1.33201 -0.1 0.1 0.0 -0.001
H -1.92908 -1.91781 -0.97847 -0.2 0.7 0.4 -0.052
H 2.58447 1.19728 3.88816 -0.3 0.1 -0.3 0.000
H -3.35533 -3.17044 3.56240 0.1 0.3 0.1 0.000
H -2.14948 1.98867 -1.69934 -0.3 -0.1 0.0 -0.008
H 2.70420 -3.73886 5.13079 -0.1 0.3 0.0 0.000
H -3.28323 1.23266 1.55435 -0.2 -0.1 -0.2 0.003
H -2.05569 -1.34346 0.68954 -0.1 0.2 -0.8 -0.054
H -1.59729 -4.29447 -3.57118 0.2 0.2 0.1 0.000
H -1.56096 1.49112 3.70048 -0.1 -0.3 0.0 0.001
H -1.26822 -2.07619 -5.68267 0.1 0.1 0.0 0.000
H 0.80894 2.31068 -4.16921 0.0 0.1 -0.2 0.000
H 0.01895 -1.35754 -2.24759 -0.2 -0.2 -0.3 -0.003
H 4.10756 2.39475 -1.70835 -0.2 0.0 0.1 0.000
H -2.30225 -0.97728 -3.60832 0.0 -0.1 0.0 -0.003
H 3.43559 3.47723 3.66211 -0.1 -0.1 -0.1 0.000
H 1.16769 -0.25517 7.17670 0.1 -0.2 -0.2 0.000
H 1.81561 -1.75618 -1.62911 0.3 0.2 -0.2 -0.006
H 2.98707 2.30911 -6.04413 -0.3 -0.3 0.0 0.000
H -0.11095 -5.20113 -3.69598 0.2 0.0 0.1 0.000
H -0.98974 3.97035 -4.84593 -0.2 -0.3 0.1 0.000
H -0.59608 -4.53561 -2.11854 -0.1 0.0 -0.1 0.000
H 2.66126 1.41705 -8.30570 0.0 -0.2 0.1 0.000
H 2.86700 2.47096 -0.43695 0.0 -0.1 -0.3 -0.003
H -0.95688 3.30694 -6.48261 0.1 -0.1 0.1 0.000
H -4.60261 -1.38237 4.79674 0.3 0.1 -0.2 0.000
H -4.49908 -0.04148 1.60716 0.1 0.1 -0.1 0.001
H -1.18388 -2.64753 2.49792 -0.1 0.3 0.1 -0.004
H 2.43395 5.04636 1.99198 0.0 -0.2 0.1 0.000
H 2.38359 2.22174 -2.13354 0.2 0.0 0.2 -0.002
H 2.22535 -0.18459 -7.68061 0.1 0.0 0.1 0.000
H 0.43332 -2.95042 -4.54666 -0.1 0.1 0.4 -0.002
H 0.51615 0.72164 5.00835 0.1 -0.4 0.0 0.001
H 4.95737 -0.34247 0.59974 -0.3 0.0 0.2 0.001
H 3.87816 0.45095 -7.43269 -0.2 0.0 -0.1 0.000
H -0.92698 0.12454 -3.55612 0.1 -0.2 0.2 0.015
H -3.69026 0.94228 4.86534 0.2 -0.3 -0.2 0.000
H 4.46402 -1.77345 -2.24465 0.0 0.3 0.0 0.000
H -4.88510 1.51803 0.85242 0.2 -0.3 -0.1 0.001
H 2.65633 0.71122 -5.31102 0.1 0.2 -0.2 0.001
H -3.40959 1.37973 -2.80458 0.0 0.1 0.1 0.000
H 4.49904 -0.33414 -3.29429 -0.1 -0.1 0.2 -0.001
H 0.02651 -0.80405 -5.61443 -0.1 -0.2 0.0 0.000
H 3.70657 0.73911 1.24865 0.0 -0.3 -0.1 -0.002
H 0.67375 4.23774 0.44833 0.2 -0.3 0.0 0.002
H -4.72708 -0.75531 -2.61334 -0.1 -0.1 0.2 -0.001
H -1.64020 -0.37604 -5.93890 0.2 -0.2 0.5 0.000
H -5.75681 -0.61773 -1.16171 0.1 -0.1 -0.2 0.000
H 2.25027 -2.50504 7.25676 -0.1 0.1 -0.4 0.000
H 5.59004 -0.44990 -1.90564 -0.2 0.0 -0.1 0.000
H 1.43293 -0.23102 -2.50353 -0.1 -0.2 0.0 -0.033
H -1.45262 2.24734 -5.14022 0.0 0.3 0.0 0.000

***

60
Properties=species:S:1:pos:R:3:forces:R:3:mulliken_charge:R:1 method="wB97M-V/def2-TZVPD" charge=0 homo_lumo_gap_ev=8.91 largest_force_ev_per_a=1.23 molar_mass_g_mol=391.7
S -20.96399 -0.94813 8.29599 0.2 -0.3 0.0 0.480
S -25.95105 2.16464 6.91883 -0.2 -0.1 -0.2 0.414
S -26.86907 -2.39957 3.03868 -0.4 0.3 0.0 0.529
O -25.30789 0.88118 7.31463 0.1 0.0 0.2 -0.525
O -18.77310 3.45737 1.96389 -0.2 0.1 -0.2 -0.507
O -19.84872 -0.92708 7.30895 0.1 0.2 0.1 -0.630
O -28.22102 -2.14376 2.46693 0.1 0.1 0.0 -0.645
N -20.13941 3.04874 1.90525 0.0 -0.5 0.5 0.088
C -24.81514 3.49171 7.32900 0.0 0.1 -0.3 -0.858
C -22.90013 3.29824 1.12294 0.7 0.0 0.0 -0.710
C -20.94792 4.00798 2.66877 -0.4 0.3 -0.4 1.958
C -20.49655 2.66635 0.53245 0.1 0.1 -0.2 1.740
C -20.77327 5.44992 2.18953 1.1 0.6 0.1 -1.705
C -19.68169 1.42515 0.18767 0.3 -0.5 -0.1 -1.890
C -25.77134 2.25097 5.13610 -0.3 1.1 0.2 -0.838
C -21.96308 2.23836 0.56125 -0.3 -0.1 0.3 -1.375
C -21.45743 -2.66972 8.35270 -0.1 0.0 -0.2 -0.928
C -22.42900 3.62728 2.53536 -0.2 -0.5 0.1 -1.215
C -26.76965 -4.16564 3.28287 0.0 -0.3 -0.4 -0.983
C -26.94223 -1.94231 4.78805 0.7 -0.2 0.2 -0.687
C -22.41012 -0.37411 7.43775 -0.2 1.1 0.1 -0.785
C -20.24487 3.74331 -0.54312 0.1 -0.4 -0.2 -1.715
C -20.56641 3.91311 4.14101 -0.2 0.8 0.3 -2.059
H -22.26807 1.89052 -0.42833 0.0 0.1 0.0 0.399
H -23.33216 -0.62068 7.96081 0.0 -0.3 -0.1 0.368
H -19.53875 4.23037 4.31371 0.1 -0.3 -0.1 0.452
H -20.21217 3.24757 -1.51705 -0.2 0.1 0.0 0.457
H -26.61621 -2.80447 5.36929 -0.2 0.1 0.2 0.342
H -25.85164 -4.42291 3.81042 -0.1 0.0 0.1 0.359
H -22.35868 0.71731 7.47076 0.0 0.0 -0.1 0.183
H -21.03806 4.48450 -0.57622 0.1 0.2 0.0 0.326
H -18.62834 1.52503 0.44965 0.0 0.2 -0.1 0.406
H -24.94239 3.69158 8.38902 0.3 -0.1 0.1 0.339
H -21.06424 5.59713 1.15437 -0.4 0.0 0.1 0.289
H -21.67655 -2.93712 7.31882 0.1 -0.2 0.0 0.273
H -22.03754 1.38325 1.24211 0.1 -0.1 -0.1 0.438
H -22.37543 -0.67204 6.39223 -0.1 -0.3 0.1 0.345
H -20.05573 0.53774 0.70200 0.0 0.1 0.2 0.400
H -21.16985 4.64980 4.68863 0.0 -0.1 0.0 0.374
H -23.80734 3.18680 7.04723 0.1 -0.1 0.3 0.195
H -26.22313 -1.14337 4.96408 -0.1 0.1 0.0 0.110
H -27.66583 -4.52371 3.78731 0.0 0.1 0.1 0.327
H -19.71595 5.74136 2.22365 0.0 -0.3 0.0 0.402
H -22.33776 -2.82465 8.97385 0.1 0.0 0.1 0.345
H -19.27014 4.21713 -0.43416 -0.1 0.1 0.3 0.346
H -20.77570 2.94048 4.58308 0.2 -0.2 -0.2 0.436
H -25.98971 3.28312 4.84265 0.0 -0.1 0.0 0.426
H -25.06194 4.39334 6.76752 -0.2 0.0 0.0 0.371
H -26.73794 -4.59266 2.28105 0.0 -0.1 0.0 0.330
H -26.55426 1.63222 4.70916 0.4 -0.4 -0.2 0.377
H -19.72898 1.20333 -0.88086 -0.1 0.1 0.0 0.384
H -20.59696 -3.22587 8.71335 -0.1 -0.1 0.1 0.346
H -23.90012 2.87184 1.19229 -0.2 0.3 -0.3 0.378
H -27.94652 -1.63621 5.06284 -0.1 -0.1 -0.2 0.314
H -23.04223 4.42352 2.96438 0.1 0.0 0.1 0.471
H -22.59999 2.71874 3.12856 0.0 0.1 0.1 0.313
H -18.34426 2.74577 2.44801 0.0 0.0 0.1 0.364
H -21.24903 6.18486 2.84195 -0.4 -0.2 -0.1 0.421
H -22.87004 4.18491 0.48643 -0.4 0.0 0.0 0.324
H -24.73786 2.04384 4.86875 -0.1 -0.5 -0.1 0.114

***

The calculation returns the following E values, one per record and in order: -3777.45776 -2143.85187 hartree.